[1]
Density functional theory data (ωB97M-V/def2-TZVPD) for 3 unconnected molecules or ions with the total composition C2H10N2O3.

The geometry in XYZ format:
```
17
Properties=species:S:1:pos:R:3:forces:R:3:lowdin_charge:R:1
N 1.945 -0.666 1.799 -0.7 0.2 -0.6 0.00
C 1.614 0.311 0.712 1.1 -1.1 -0.1 -0.18
C 0.428 -0.044 -0.165 -0.5 -0.5 0.6 -0.55
N -0.632 0.794 0.029 1.4 -0.3 -0.3 0.14
O 0.374 -0.995 -0.937 0.6 0.5 -0.2 0.03
H 2.926 -0.850 1.674 0.3 -0.1 0.4 0.05
H 1.512 -1.555 1.560 -0.1 0.0 0.1 0.06
H 2.508 0.272 0.064 -0.6 0.7 -0.2 0.13
H 1.454 1.309 1.101 0.2 0.1 0.2 0.10
H -1.269 0.780 -0.750 -0.9 0.0 0.7 0.09
H -0.815 0.880 1.016 -0.8 0.7 -0.3 0.11
O -2.802 -0.934 1.057 -0.4 -0.4 -0.2 -0.08
H -2.098 -1.430 0.609 -0.4 0.1 0.0 0.03
H -3.652 -1.354 0.818 0.8 0.2 0.1 0.05
O -0.341 1.502 -2.726 -0.3 -0.2 -0.2 -0.05
H -0.014 0.602 -2.612 0.2 -0.1 0.0 0.02
H -1.139 1.377 -3.249 0.0 0.2 -0.1 0.05
```
Forces are in eV/Å.

Summary:
Relative energy (zero: lowest compared OMol25 entry of this formula, charge and spin) = 127.56 kJ/mol
HOMO-LUMO gap = 10.4 eV
LUMO = 0.6 eV
Molecular weight = 110.113 g mol⁻¹
Maximum force = 1.6 eV/Å
SMILES string = NCC(N)=O.O.O
HOMO = -9.8 eV

=====

[2]
Density functional theory data (ωB97M-V/def2-TZVPD) for 10 unconnected molecules or ions with the total composition C51H56F7N3O3.

The geometry in XYZ format:
```
120
Properties=species:S:1:pos:R:3:forces:R:3:lowdin_charge:R:1
F -6.889 -4.677 2.721 -0.7 0.7 0.2 0.08
C -6.249 -5.753 2.289 1.8 -0.4 -0.2 -0.31
C -6.946 -6.858 1.876 -0.5 -0.8 -0.2 -0.02
C -6.298 -8.038 1.449 0.2 1.3 0.7 -0.08
C -4.917 -8.045 1.496 0.6 0.6 -0.2 -0.10
C -4.193 -6.899 1.909 -1.0 -0.3 0.1 -0.08
C -4.842 -5.724 2.305 -0.1 -1.5 0.0 0.00
H -8.024 -6.830 1.926 -0.1 0.1 -0.1 0.11
H -6.894 -8.895 1.173 0.1 0.0 -0.1 0.10
H -4.345 -8.898 1.162 -0.1 -0.2 0.1 0.09
H -3.118 -6.966 1.997 0.1 0.1 -0.1 0.10
H -4.239 -4.941 2.740 -0.4 0.4 -0.2 0.11
F -4.009 -3.701 -4.493 1.7 -0.1 -0.3 0.04
C -2.997 -4.033 -5.377 -0.6 0.8 -1.3 -0.29
C -1.739 -3.498 -5.433 1.5 0.4 1.3 -0.02
C -0.760 -3.890 -6.390 -2.1 0.6 0.5 -0.08
C -1.154 -4.709 -7.436 -1.5 -1.3 -0.3 -0.10
C -2.514 -5.171 -7.556 0.3 1.8 3.7 -0.02
C -3.392 -4.751 -6.456 0.2 -2.5 -2.6 -0.02
H -1.499 -2.845 -4.607 0.5 0.3 0.0 0.11
H 0.230 -3.459 -6.367 0.0 -0.1 0.2 0.10
H -0.388 -5.119 -8.077 -0.1 0.2 -0.4 0.09
H -2.902 -5.899 -8.252 0.3 0.2 -0.3 0.09
H -4.398 -5.133 -6.358 -0.3 -0.1 -0.6 0.11
F 0.727 -1.166 -0.142 -0.9 0.4 0.9 0.03
C -0.050 -0.845 0.952 0.7 -0.1 0.9 -0.23
C 0.548 -0.924 2.240 -1.0 0.4 -0.5 -0.01
C -0.230 -0.563 3.341 -1.2 0.5 -0.6 -0.07
C -1.609 -0.184 3.196 2.7 -0.7 1.1 -0.09
C -2.116 -0.131 1.939 -1.1 0.6 0.1 -0.12
C -1.362 -0.418 0.830 0.7 -0.5 -1.2 -0.03
H 1.580 -1.212 2.374 0.0 0.0 -0.2 0.11
H 0.201 -0.459 4.326 0.2 -0.4 0.0 0.10
H -2.130 0.060 4.110 -0.3 0.1 -0.2 0.10
H -3.125 0.216 1.773 -0.2 -0.1 0.0 0.11
H -1.874 -0.303 -0.115 0.4 -0.2 -0.3 0.12
F 3.982 -4.829 5.518 0.4 -0.4 -0.2 0.04
C 4.669 -5.977 5.284 0.1 -1.2 0.2 -0.24
C 4.025 -7.042 4.603 1.4 0.4 1.8 -0.01
C 4.721 -8.274 4.493 0.0 2.0 -0.4 -0.10
C 6.011 -8.402 4.983 0.0 0.6 0.3 -0.08
C 6.664 -7.278 5.597 -0.6 -1.5 -0.5 -0.09
C 6.002 -6.103 5.805 -1.7 0.6 -1.6 -0.03
H 2.969 -7.061 4.378 0.0 0.6 -0.3 0.11
H 4.231 -8.948 3.806 0.2 -0.8 0.5 0.10
H 6.435 -9.391 4.898 0.6 0.2 0.0 0.09
H 7.704 -7.254 5.887 0.1 -0.7 0.0 0.10
H 6.580 -5.260 6.155 -0.4 0.2 0.3 0.11
F -3.383 3.100 11.745 1.2 -0.2 -1.4 0.03
C -2.752 3.169 10.512 -0.2 0.5 -1.0 -0.25
C -3.340 3.946 9.528 0.4 0.0 -0.9 0.00
C -2.687 4.054 8.256 -0.3 0.6 2.1 -0.06
C -1.481 3.415 8.061 -0.6 0.5 -2.2 -0.13
C -0.924 2.604 8.979 0.4 -0.4 1.6 -0.10
C -1.541 2.543 10.208 -0.7 -0.6 2.5 -0.03
H -4.250 4.459 9.802 -0.1 0.2 -0.3 0.11
H -2.937 4.814 7.531 -0.7 -0.2 0.0 0.10
H -0.999 3.538 7.102 0.1 0.1 -0.1 0.10
H 0.028 2.118 8.825 0.0 -0.1 0.0 0.11
H -1.128 2.048 11.074 0.4 -0.5 -0.2 0.11
F 7.196 3.606 2.762 -0.5 -0.5 0.0 0.07
C 7.134 3.303 4.072 0.9 0.3 0.9 -0.29
C 8.317 3.385 4.785 1.0 0.4 -0.2 -0.02
C 8.351 3.340 6.162 -0.3 0.4 0.0 -0.09
C 7.166 3.185 6.837 -0.9 0.1 0.9 -0.12
C 5.982 2.947 6.169 0.7 -0.2 -1.4 -0.07
C 5.980 3.010 4.756 -1.1 -0.5 0.5 -0.01
H 9.258 3.591 4.296 -0.1 0.0 -0.4 0.12
H 9.256 3.555 6.711 0.2 -0.2 -0.1 0.11
H 7.076 3.339 7.902 0.4 -0.4 0.2 0.10
H 5.115 2.649 6.739 -0.3 0.3 -0.2 0.10
H 5.062 2.790 4.230 -0.1 0.2 -0.2 0.11
F -5.029 0.438 -6.867 1.1 0.1 -0.7 0.02
C -3.715 0.816 -7.075 -0.4 -0.6 -0.1 -0.27
C -3.114 1.428 -6.014 0.2 0.9 1.0 -0.04
C -1.800 1.908 -6.062 -1.1 -1.7 -0.2 -0.08
C -1.069 1.621 -7.200 0.0 0.2 -0.8 -0.10
C -1.651 0.995 -8.338 -1.7 0.6 1.7 -0.05
C -3.023 0.559 -8.249 1.6 0.7 -0.3 0.00
H -3.713 1.546 -5.124 0.0 0.1 0.1 0.12
H -1.355 2.307 -5.162 0.1 0.3 -0.1 0.10
H -0.052 1.982 -7.155 0.2 -0.2 -0.7 0.10
H -1.144 0.996 -9.291 0.2 -0.4 0.1 0.09
H -3.476 0.099 -9.115 -0.2 0.0 0.1 0.11
C 5.163 -1.486 -5.648 0.3 0.1 -0.9 -0.05
N 5.509 -1.894 -7.031 -0.5 0.7 2.1 0.00
C 5.117 -1.227 -8.124 -1.0 1.0 -1.2 -0.57
C 5.226 -2.024 -9.375 -0.7 -0.3 -1.7 -0.03
O 4.578 -0.108 -8.185 1.0 -1.5 1.1 0.02
H 4.724 -2.384 -5.212 0.4 0.2 0.6 0.08
H 4.426 -0.686 -5.582 0.0 -0.1 -0.6 0.08
H 6.074 -1.092 -5.200 -0.2 -0.4 0.6 0.08
H 5.957 -2.799 -7.019 -0.2 0.2 -0.9 0.14
H 6.160 -1.977 -9.936 0.3 -0.1 0.5 0.08
H 4.497 -1.603 -10.067 0.0 0.3 0.0 0.08
H 4.865 -3.048 -9.276 0.5 -0.2 0.3 0.08
C -4.061 6.735 -4.046 -1.3 0.1 0.5 -0.03
N -5.140 6.213 -3.194 -0.7 2.6 -1.7 0.00
C -5.083 5.346 -2.237 -1.9 -1.5 1.9 -0.64
C -6.433 4.951 -1.539 2.3 0.9 -1.5 0.02
O -4.098 4.763 -1.909 2.7 -1.2 0.7 0.04
H -3.080 6.791 -3.574 -0.2 -0.5 0.0 0.09
H -4.409 7.758 -4.186 0.5 0.0 -0.7 0.08
H -4.123 6.137 -4.955 0.7 0.4 -0.2 0.09
H -6.008 6.729 -3.227 0.2 -0.1 -0.3 0.13
H -7.223 5.362 -2.167 -0.5 -0.4 0.6 0.07
H -6.328 5.361 -0.535 -0.6 -0.3 0.0 0.08
H -6.245 3.880 -1.621 -1.1 -0.1 0.5 0.08
C 1.473 5.314 -0.318 1.7 0.7 0.5 -0.08
N 0.521 6.312 0.035 -2.9 -1.3 -0.5 -0.02
C 0.698 7.630 0.048 2.2 1.7 1.1 -0.54
C -0.501 8.539 0.367 0.3 -0.2 -1.1 0.00
O 1.842 8.120 -0.063 -1.8 -0.6 -0.1 0.01
H 1.015 4.379 -0.638 0.0 0.3 -0.2 0.09
H 2.068 5.136 0.578 0.3 -0.4 -0.1 0.09
H 2.143 5.787 -1.036 0.2 -0.6 -0.3 0.09
H -0.413 5.955 -0.103 -0.2 0.6 0.4 0.14
H -0.809 8.893 -0.617 -0.1 0.3 -0.1 0.08
H -0.139 9.403 0.924 -0.1 -0.2 0.0 0.08
H -1.401 8.109 0.805 0.4 -0.3 0.2 0.07
```
Forces are in eV/Å.

Summary:
HOMO-LUMO gap = 9.5 eV
LUMO = 0.3 eV
Molecular weight = 892.013 g mol⁻¹
Maximum force = 4.2 eV/Å
SMILES string = Fc1ccccc1.Fc1ccccc1.Fc1ccccc1.Fc1ccccc1.Fc1ccccc1.Fc1ccccc1.Fc1ccccc1.CNC(C)=O.CNC(C)=O.CNC(C)=O
HOMO = -9.2 eV

=====

[3]
Density functional theory data (ωB97M-V/def2-TZVPD) for a molecular structure, H12O8V.

The geometry in XYZ format:
```
21
Properties=species:S:1:pos:R:3:forces:R:3:lowdin_charge:R:1
O 17.901 0.260 10.603 4.4 -1.2 -1.0 -0.24
V 19.435 -0.157 10.244 -2.0 4.0 -1.0 1.19
O 20.026 1.050 9.328 -1.7 -3.5 2.5 -0.22
O 22.255 -1.688 10.059 -0.7 0.3 0.1 -0.05
H 22.838 -1.890 10.791 0.1 0.0 0.3 0.05
H 22.713 -2.021 9.288 0.0 0.0 -0.4 0.05
O 18.722 -2.311 8.095 0.3 0.7 0.6 -0.03
H 18.529 -3.230 7.910 0.0 -0.4 0.1 0.06
H 18.329 -1.832 7.365 -0.1 0.2 -0.3 0.05
O 16.213 1.426 7.092 0.3 0.0 0.2 -0.05
H 15.541 0.897 7.522 -0.3 0.0 0.1 0.03
H 16.371 0.980 6.259 0.0 0.0 -0.3 0.03
O 16.929 1.116 14.762 0.3 -0.2 0.1 -0.05
H 17.354 1.890 14.391 0.0 0.3 0.0 0.02
H 16.221 0.915 14.150 -0.3 -0.1 -0.1 0.03
O 20.694 1.291 12.675 -0.3 -0.5 -0.6 -0.03
H 20.187 1.879 13.234 -0.3 0.1 0.1 0.05
H 21.585 1.339 13.022 0.3 -0.1 0.0 0.06
O 19.339 -2.600 12.332 0.1 0.5 -0.6 -0.05
H 18.973 -3.405 11.965 -0.1 -0.3 -0.1 0.05
H 19.485 -2.802 13.256 0.1 0.1 0.4 0.05
```
Forces are in eV/Å.

Summary:
Relative energy (zero: lowest compared OMol25 entry of this formula, charge and spin) = 355.16 kJ/mol
HOMO-LUMO gap = 7.6 eV
LUMO = -6.4 eV
Molecular weight = 191.032 g mol⁻¹
Maximum force = 4.7 eV/Å
Total charge = +1
HOMO = -14.0 eV

=====

[4]
Density functional theory data (ωB97M-V/def2-TZVPD) for 2 unconnected molecules or ions with the total composition C5H9NS.

The geometry in XYZ format:
```
16
Properties=species:S:1:pos:R:3:forces:R:3:lowdin_charge:R:1
C -3.715 0.091 -0.176 -2.7 0.0 -0.8 -0.09
C -2.668 -0.295 0.243 2.3 0.0 1.3 -0.06
C 1.850 0.482 0.101 -0.8 1.6 3.0 -0.09
C -0.077 -0.746 -0.946 1.3 -2.7 1.7 -0.08
C 0.457 -0.144 0.354 1.5 0.0 0.7 -0.55
N -0.384 0.885 0.934 -1.0 -0.4 -0.5 -0.36
S -0.638 2.164 -0.014 0.1 0.3 -0.3 0.85
H -4.747 0.086 -0.494 0.5 0.3 0.1 0.01
H 1.863 0.973 -0.812 0.7 0.1 -2.2 0.04
H 1.905 1.390 0.759 0.1 -0.8 0.0 0.07
H 2.665 -0.124 0.448 0.4 -0.5 -0.7 0.08
H 0.444 -1.754 -1.226 -1.4 1.3 1.0 0.13
H 0.240 -0.183 -1.754 0.1 1.7 -1.6 0.04
H -1.150 -0.707 -0.753 -0.2 -0.9 -0.8 -0.01
H 0.642 -0.749 1.259 -0.6 -0.8 -0.9 0.13
H -1.038 2.919 0.995 -0.4 0.5 0.2 -0.10
```
Forces are in eV/Å.

Summary:
Relative energy (zero: lowest compared OMol25 entry of this formula, charge and spin) = 769.76 kJ/mol
HOMO-LUMO gap (spin up / spin down) = 8.8 / 6.4 eV
LUMO (spin up / spin down) = -1.0 / -2.1 eV
Molecular weight = 115.201 g mol⁻¹
Maximum force = 3.5 eV/Å
HOMO (spin up / spin down) = -9.8 / -8.5 eV